1.
This record from the Open Molecules 2025 dataset describes an isolated molecule of C16H21N3O3. The level of theory is wB97M-V/def2-TZVPD.

Bonds (Å) are listed after each position.
Geometry (Å):
1 C -3.5246 4.7788 -0.0571  C2 1.521, H23 1.087, H24 1.086, H25 1.087
2 C -2.8125 3.5222 0.4200  C1 1.521, O3 1.414, H26 1.099, H27 1.099
3 O -1.6238 3.3982 -0.3356  C2 1.414, C4 1.365
4 C -0.8327 2.2978 -0.1740  O3 1.365, C5 1.391, C19 1.412
5 C -1.0721 1.3242 0.7900  C4 1.391, C6 1.383, H28 1.078
6 C -0.2247 0.2451 0.9597  C5 1.383, C7 1.388, H29 1.080
7 C 0.8907 0.1092 0.1446  C6 1.388, C8 1.485, C18 1.388
8 C 1.8024 -1.0577 0.2560  C7 1.485, O9 1.220, N10 1.355
9 O 2.2764 -1.6284 -0.7127  C8 1.220
10 N 2.0754 -1.4439 1.5258  C8 1.355, C11 1.443, H30 1.007
11 C 2.7791 -2.6699 1.8146  N10 1.443, C12 1.539, H31 1.093, H32 1.094
12 C 1.8236 -3.7739 2.3006  C11 1.539, C13 1.491, H33 1.092, H34 1.094
13 C 0.5845 -3.8416 1.4738  C12 1.491, C14 1.369, N17 1.370
14 C -0.7326 -3.9318 1.8362  C13 1.369, N15 1.359, H35 1.072
15 N -1.5278 -3.9459 0.7342  C14 1.359, C16 1.303
16 C -0.7172 -3.8599 -0.2826  N15 1.303, N17 1.353, H36 1.071
17 N 0.5779 -3.8085 0.1043  C13 1.370, C16 1.353, H37 1.010
18 C 1.1119 1.0493 -0.8525  C7 1.388, C19 1.389, H38 1.078
19 C 0.2805 2.1475 -1.0300  C4 1.412, C18 1.389, O20 1.361
20 O 0.6807 3.0094 -2.0046  C19 1.361, C21 1.418
21 C -0.2481 3.8166 -2.7089  O20 1.418, C22 1.524, H39 1.094, H40 1.093
22 C -1.2748 2.9939 -3.4788  C21 1.524, H41 1.087, H42 1.088, H43 1.087
23 H -3.7641 4.6931 -1.1137  C1 1.087
24 H -4.4425 4.9184 0.5064  C1 1.086
25 H -2.8842 5.6452 0.0847  C1 1.087
26 H -2.5738 3.6055 1.4892  C2 1.099
27 H -3.4524 2.6424 0.2674  C2 1.099
28 H -1.9325 1.4078 1.4342  C5 1.078
29 H -0.4685 -0.5012 1.7014  C6 1.080
30 H 1.6210 -0.9704 2.2897  N10 1.007
31 H 3.2677 -2.9679 0.8837  C11 1.093
32 H 3.5487 -2.4848 2.5697  C11 1.094
33 H 1.5274 -3.5842 3.3345  C12 1.092
34 H 2.3550 -4.7299 2.2759  C12 1.094
35 H -1.1535 -3.9945 2.8201  C14 1.072
36 H -1.0221 -3.8370 -1.3093  C16 1.071
37 H 1.3750 -3.6298 -0.4891  N17 1.010
38 H 1.9577 0.9388 -1.5125  C18 1.078
39 H 0.3814 4.3782 -3.4052  C21 1.094
40 H -0.7478 4.5187 -2.0359  C21 1.093
41 H -1.8850 3.6521 -4.0914  C22 1.087
42 H -0.7719 2.2754 -4.1220  C22 1.088
43 H -1.9223 2.4523 -2.7938  C22 1.087

Results
- total energy (eV) = -27545.9001
- gap between HOMO and LUMO (eV) = 9.1145
- highest occupied orbital energy (eV) = -8.4
- total charge = 0
- relative energy (zero: lowest compared OMol25 entry of this formula, charge and spin) (kcal per mole) = 52.2
- lowest unoccupied orbital energy (eV) = 0.75

2.
This record from the Open Molecules 2025 dataset describes an isolated molecule of C16H21N3O4 in a non-equilibrium geometry. The level of theory is wB97M-V/def2-TZVPD.

Bonds (Å) are listed after each position.
Geometry (Å):
1 C -3.3113 -1.5081 5.5858  O2 1.404, H24 1.088, H25 1.097, H26 1.096
2 O -3.8881 -0.5877 4.6961  C1 1.404, C3 1.413
3 C -3.1052 0.5764 4.5245  O2 1.413, C4 1.527, H27 1.100, H28 1.099
4 C -3.6565 1.3362 3.3196  C3 1.527, N5 1.446, H29 1.093, H30 1.091
5 N -3.4133 0.5743 2.1151  C4 1.446, C6 1.348, H31 1.009
6 C -2.3867 0.8782 1.2959  N5 1.348, O7 1.212, C8 1.536
7 O -1.7777 1.9253 1.3305  C6 1.212
8 C -2.0630 -0.1980 0.2483  C6 1.536, N9 1.449, H32 1.091, H33 1.094
9 N -0.6391 -0.4629 0.3059  C8 1.449, N10 1.354, C22 1.358
10 N 0.0424 -0.2700 -0.8479  N9 1.354, C11 1.280
11 C 1.3147 -0.1307 -0.8292  N10 1.280, C12 1.457, C20 1.508
12 C 1.9907 0.0867 -2.1016  C11 1.457, C13 1.395, C19 1.398
13 C 1.3473 -0.2363 -3.2966  C12 1.395, C14 1.380, H34 1.078
14 C 1.9555 -0.0400 -4.5196  C13 1.380, C15 1.393, H35 1.079
15 C 3.2387 0.4986 -4.5797  C14 1.393, O16 1.358, C18 1.397
16 O 3.9367 0.7323 -5.7210  C15 1.358, C17 1.408
17 C 3.3355 0.4268 -6.9564  O16 1.408, H36 1.089, H37 1.095, H38 1.095
18 C 3.8862 0.8365 -3.3888  C15 1.397, C19 1.376, H39 1.079
19 C 3.2758 0.6316 -2.1729  C12 1.398, C18 1.376, H40 1.079
20 C 2.0827 -0.1664 0.4676  C11 1.508, C21 1.526, H41 1.090, H42 1.096
21 C 1.3900 -1.1394 1.4174  C20 1.526, C22 1.513, H43 1.090, H44 1.096
22 C -0.0938 -0.8508 1.4879  N9 1.358, C21 1.513, O23 1.218
23 O -0.7793 -1.0102 2.4815  C22 1.218
24 H -3.9885 -2.3585 5.6375  C1 1.088
25 H -3.1940 -1.0744 6.5868  C1 1.097
26 H -2.3299 -1.8381 5.2251  C1 1.096
27 H -3.1455 1.2015 5.4293  C3 1.100
28 H -2.0601 0.3002 4.3276  C3 1.099
29 H -4.7324 1.4840 3.4403  C4 1.093
30 H -3.1524 2.2976 3.2116  C4 1.091
31 H -3.7299 -0.3824 2.1704  N5 1.009
32 H -2.2745 0.1823 -0.7518  C8 1.091
33 H -2.6269 -1.1164 0.4346  C8 1.094
34 H 0.3534 -0.6515 -3.2474  C13 1.078
35 H 1.4242 -0.3093 -5.4189  C14 1.079
36 H 4.0673 0.6995 -7.7151  C17 1.089
37 H 3.1094 -0.6411 -7.0401  C17 1.095
38 H 2.4202 1.0064 -7.1121  C17 1.095
39 H 4.8749 1.2632 -3.4496  C18 1.079
40 H 3.7968 0.9223 -1.2739  C19 1.079
41 H 3.1172 -0.4705 0.3111  C20 1.090
42 H 2.0768 0.8410 0.8984  C20 1.096
43 H 1.8078 -1.0926 2.4231  C21 1.090
44 H 1.5042 -2.1658 1.0508  C21 1.096

Results
- total energy (eV) = -29592.6081
- gap between HOMO and LUMO (eV) = 8.6508
- highest occupied orbital energy (eV) = -8.0
- total charge = 0
- relative energy (zero: lowest compared OMol25 entry of this formula, charge and spin) (kcal per mole) = 63.7
- lowest unoccupied orbital energy (eV) = 0.62

3.
This record from the Open Molecules 2025 dataset describes an isolated molecule of C16H21N3O5S in a non-equilibrium geometry. The level of theory is wB97M-V/def2-TZVPD.

Bonds (Å) are listed after each position.
Geometry (Å):
1 C 4.1033 -0.1867 6.4872  C2 1.523, H26 1.087, H27 1.087, H28 1.088
2 C 3.7734 -1.1354 5.3423  C1 1.523, C3 1.529, H29 1.093, H30 1.092
3 C 2.2620 -1.2954 5.1794  C2 1.529, N4 1.447, H31 1.095, H32 1.092
4 N 1.9301 -2.1901 4.0911  C3 1.447, C5 1.345, H33 1.008
5 C 1.2643 -1.7901 2.9931  N4 1.345, O6 1.209, C7 1.541
6 O 0.8559 -0.6665 2.8102  C5 1.209
7 C 1.0678 -2.9139 1.9566  C5 1.541, N8 1.433, H34 1.095, H35 1.094
8 N 0.0669 -2.5428 1.0000  C7 1.433, C9 1.383, C25 1.375
9 C -1.2210 -3.0454 1.0425  N8 1.383, O10 1.198, O11 1.357
10 O -1.6111 -3.9249 1.7559  C9 1.198
11 O -1.9662 -2.3951 0.1127  C9 1.357, C12 1.365
12 C -1.1680 -1.4654 -0.4889  O11 1.365, C13 1.377, C25 1.404
13 C -1.4822 -0.5671 -1.4843  C12 1.377, C14 1.386, H36 1.077
14 C -0.4534 0.2619 -1.9025  C13 1.386, S15 1.791, C23 1.385
15 S -0.7639 1.4784 -3.1799  C14 1.791, O16 1.437, O17 1.433, N18 1.684
16 O -2.1312 1.3570 -3.6057  S15 1.437
17 O 0.2621 1.3837 -4.1765  S15 1.433
18 N -0.4763 2.8808 -2.2936  S15 1.684, C19 1.456, C22 1.451
19 C -0.0875 4.0416 -3.0817  N18 1.456, C20 1.543, H37 1.094, H38 1.089
20 C -1.3376 4.9364 -3.2186  C19 1.543, C21 1.534, H39 1.088, H40 1.090
21 C -2.4268 4.2009 -2.4267  C20 1.534, C22 1.530, H41 1.089, H42 1.088
22 C -1.6260 3.2793 -1.5040  N18 1.451, C21 1.530, H43 1.094, H44 1.089
23 C 0.8216 0.2068 -1.3652  C14 1.385, C24 1.386, H45 1.077
24 C 1.1355 -0.6989 -0.3647  C23 1.386, C25 1.384, H46 1.077
25 C 0.1192 -1.5322 0.0687  N8 1.375, C12 1.404, C24 1.384
26 H 5.1796 -0.0811 6.5948  C1 1.087
27 H 3.6774 0.7959 6.3007  C1 1.087
28 H 3.6994 -0.5637 7.4240  C1 1.088
29 H 4.2224 -2.1130 5.5354  C2 1.093
30 H 4.1932 -0.7495 4.4115  C2 1.092
31 H 1.8251 -1.6786 6.1075  C3 1.095
32 H 1.8018 -0.3340 4.9434  C3 1.092
33 H 2.2396 -3.1459 4.1696  N4 1.008
34 H 2.0172 -3.1078 1.4467  C7 1.095
35 H 0.7156 -3.8267 2.4450  C7 1.094
36 H -2.4591 -0.4985 -1.9321  C13 1.077
37 H 0.7144 4.5605 -2.5488  C19 1.094
38 H 0.2986 3.6885 -4.0369  C19 1.089
39 H -1.6222 5.0660 -4.2604  C20 1.088
40 H -1.1441 5.9198 -2.7904  C20 1.090
41 H -3.0292 3.5849 -3.0934  C21 1.089
42 H -3.0771 4.8777 -1.8765  C21 1.088
43 H -1.2665 3.8118 -0.6185  C22 1.094
44 H -2.1773 2.3929 -1.1951  C22 1.089
45 H 1.5623 0.8864 -1.7529  C23 1.077
46 H 2.1205 -0.7401 0.0690  C24 1.077

Results
- total energy (eV) = -42476.7267
- gap between HOMO and LUMO (eV) = 9.0924
- highest occupied orbital energy (eV) = -8.7
- total charge = 0
- relative energy (zero: lowest compared OMol25 entry of this formula, charge and spin) (kcal per mole) = 28.7
- lowest unoccupied orbital energy (eV) = 0.43